DFT (wB97M-V/def2-TZVPD) results for C38H32GeN4O2PdS as an isolated structure at a distorted geometry.

The value obtained for the total energy is -4439.70584 Eh. For the LUMO energy, the calculation gives -0.81 eV.

Geometry as ORCA input:
```
! wB97M-V def2-TZVPD RIJCOSX def2/J DEFGRID3
* xyz 0 1
Pd 0.344 0.290 -0.566
C -2.256 -3.173 3.599
C -0.984 -3.667 3.860
C 0.016 -3.466 2.932
C -0.248 -2.762 1.756
N -1.461 -2.205 1.571
C -2.436 -2.427 2.458
C 0.731 -2.704 0.659
C 2.066 -3.044 0.825
C 2.846 -3.239 -0.301
C 2.292 -3.038 -1.550
C 0.987 -2.565 -1.622
N 0.222 -2.412 -0.548
H -3.080 -3.351 4.274
H -0.784 -4.228 4.763
H 0.994 -3.893 3.092
H -3.389 -1.971 2.234
H 2.496 -3.174 1.808
H 3.874 -3.559 -0.200
H 2.861 -3.207 -2.448
H 0.518 -2.346 -2.575
C 6.285 -1.187 2.934
C 5.497 -0.720 1.740
C 5.967 -0.923 0.445
C 5.243 -0.470 -0.644
C 4.026 0.170 -0.452
C 3.557 0.406 0.826
C 4.290 -0.047 1.912
S 3.295 0.713 -1.992
O 4.169 1.762 -2.457
O 3.223 -0.465 -2.836
N 1.821 1.288 -1.640
C 1.172 1.942 -2.697
C 1.660 1.958 -4.003
C 1.122 2.783 -4.996
C 0.050 3.589 -4.743
C -0.549 3.547 -3.472
C -1.691 4.319 -3.165
C -2.246 4.257 -1.921
C -1.672 3.381 -0.983
N -0.623 2.640 -1.234
C -0.022 2.714 -2.445
H 7.223 -1.645 2.624
H 5.721 -1.916 3.517
H 6.511 -0.343 3.587
H 6.913 -1.428 0.290
H 5.609 -0.589 -1.656
H 2.634 0.951 0.966
H 3.926 0.149 2.914
H 2.499 1.336 -4.263
H 1.581 2.781 -5.976
H -0.350 4.258 -5.495
H -2.105 4.955 -3.939
H -3.112 4.849 -1.656
H -2.103 3.272 0.008
Ge -1.668 -0.485 0.344
C -2.489 0.566 1.849
C -1.622 1.413 2.537
C -2.058 2.181 3.608
C -3.383 2.108 4.010
C -4.271 1.299 3.316
C -3.827 0.539 2.243
C -3.277 -0.728 -0.797
C -3.308 0.244 -1.801
C -4.473 0.520 -2.501
C -5.619 -0.217 -2.240
C -5.583 -1.240 -1.303
C -4.425 -1.483 -0.576
H 0.741 0.905 0.714
H -0.592 1.475 2.202
H -1.365 2.841 4.115
H -3.733 2.696 4.850
H -5.316 1.272 3.602
H -4.536 -0.067 1.688
H -2.401 0.801 -2.021
H -4.491 1.318 -3.232
H -6.537 0.008 -2.766
H -6.471 -1.833 -1.121
H -4.427 -2.277 0.163
*
```

---

DFT (wB97M-V/def2-TZVPD) results for C38H32N3O2P2V as an isolated structure.

The value obtained for the total energy is -3408.61591 Eh. For the LUMO energy (alpha / beta), the calculation gives -2.86 / -2.99 eV. Its relative energy (zero: lowest compared OMol25 entry of this formula, charge and spin) is 0.0 kcal per mole.

Geometry as ORCA input:
```
! wB97M-V def2-TZVPD RIJCOSX def2/J DEFGRID3
* xyz 1 4
V -0.541 0.661 0.964
O -3.918 2.936 1.563
C -2.918 2.359 1.210
N -2.101 1.524 1.936
C -2.444 1.087 3.191
O -3.410 1.364 3.858
C -1.426 0.089 3.736
C -1.578 -0.389 5.025
C -0.655 -1.297 5.517
C 0.391 -1.699 4.700
C 0.471 -1.179 3.423
N -0.415 -0.302 2.937
C -2.436 2.517 -0.224
C -3.125 3.361 -1.076
C -2.700 3.480 -2.388
C -1.601 2.746 -2.807
C -0.964 1.927 -1.895
N -1.364 1.812 -0.624
H -2.418 -0.034 5.604
H -0.748 -1.686 6.522
H 1.135 -2.405 5.040
H 1.275 -1.480 2.761
H -3.979 3.897 -0.685
H -3.219 4.135 -3.076
H -1.233 2.804 -3.822
H -0.094 1.350 -2.189
C 1.177 -1.038 -0.318
C 2.705 -0.920 -0.389
P 3.487 0.750 -0.628
C 3.217 1.068 -2.407
C 2.304 0.386 -3.211
C 2.148 0.725 -4.548
C 2.899 1.755 -5.098
C 3.824 2.429 -4.313
C 3.989 2.079 -2.980
C 2.221 1.866 0.106
C 1.759 1.619 1.414
C 0.883 2.503 2.041
C 0.476 3.668 1.384
C 0.953 3.933 0.116
C 1.807 3.035 -0.522
P 0.355 -2.335 -1.382
C -1.343 -1.728 -1.037
C -2.113 -1.270 -2.098
C -3.361 -0.691 -1.874
C -3.854 -0.566 -0.587
C -3.101 -1.035 0.488
C -1.855 -1.606 0.267
C 0.518 -3.792 -0.286
C 1.815 -4.214 0.019
C 2.029 -5.322 0.823
C 0.949 -6.043 1.315
C -0.341 -5.655 0.987
C -0.557 -4.536 0.193
H 0.725 -0.097 -0.672
H 0.865 -1.223 0.717
H 3.106 -1.514 -1.216
H 3.156 -1.342 0.511
H 1.726 -0.442 -2.818
H 1.450 0.173 -5.163
H 2.780 2.017 -6.141
H 4.429 3.216 -4.742
H 4.731 2.592 -2.379
H 2.149 0.774 1.974
H 0.569 2.322 3.061
H -0.196 4.357 1.878
H 0.653 4.838 -0.396
H 2.153 3.258 -1.523
H -1.736 -1.365 -3.110
H -3.949 -0.343 -2.714
H -4.825 -0.122 -0.412
H -3.503 -0.976 1.492
H -1.317 -2.046 1.101
H 2.669 -3.686 -0.388
H 3.040 -5.634 1.051
H 1.114 -6.915 1.933
H -1.187 -6.227 1.345
H -1.573 -4.262 -0.063
*
```

---

DFT (wB97M-V/def2-TZVPD) results for C38H32N8OPd as an isolated structure at a distorted geometry.

The value obtained for the total energy is -2106.90155 Eh. For the LUMO energy (alpha / beta), the calculation gives -13.73 / -13.73 eV. Its relative energy (zero: lowest compared OMol25 entry of this formula, charge and spin) is 0.0 kcal per mole.

Geometry as ORCA input:
```
! wB97M-V def2-TZVPD RIJCOSX def2/J DEFGRID3
* xyz 4 1
Pd -0.946 -2.404 -1.229
C -2.057 -1.460 -3.887
N -2.497 -0.991 -2.577
C -3.820 -1.421 -2.156
C -3.853 -2.813 -1.555
C -5.037 -3.532 -1.523
C -5.072 -4.771 -0.907
C -3.911 -5.271 -0.328
C -2.762 -4.518 -0.403
N -2.737 -3.312 -1.003
C -2.071 0.302 -2.115
C -1.443 0.367 -0.715
C -0.845 1.665 -0.403
C 0.030 2.018 0.555
C 1.421 0.397 1.672
C 0.825 -0.835 1.012
N -1.421 -0.686 0.021
C -1.507 -2.893 -3.975
C -1.634 -3.575 -5.173
C -1.053 -4.826 -5.327
C -0.354 -5.383 -4.266
C -0.271 -4.673 -3.087
N -0.827 -3.457 -2.952
H -2.866 -1.386 -4.619
H -1.265 -0.797 -4.242
H -4.187 -0.728 -1.395
H -4.536 -1.378 -2.983
H -5.924 -3.118 -1.986
H -5.989 -5.346 -0.884
H -3.890 -6.236 0.158
H -1.828 -4.869 0.013
H -1.326 0.713 -2.801
H -2.891 1.037 -2.100
H -1.039 2.432 -1.148
H 0.122 3.099 0.589
H 2.130 0.240 2.479
H 1.193 -1.777 1.417
H -2.187 -3.123 -5.987
H -1.149 -5.359 -6.263
H 0.110 -6.357 -4.341
H 0.245 -5.069 -2.224
C 5.896 7.766 4.154
O 4.878 6.875 4.711
C 4.275 5.951 4.049
C 4.535 5.599 2.695
C 3.822 4.598 2.121
C 2.802 3.896 2.846
C 2.574 4.247 4.221
C 3.287 5.232 4.801
C 2.094 2.885 2.222
N 2.578 2.336 1.038
C 1.937 1.307 0.578
C 0.241 1.394 1.985
N 0.893 2.392 2.794
C -0.825 0.440 2.295
C -1.593 0.366 3.439
C -2.034 -0.877 3.823
C -1.716 -2.064 3.029
N -1.185 -1.996 1.876
C -0.737 -0.740 1.315
C 1.294 -0.669 -0.426
N 0.941 -1.485 -1.423
C 1.555 -1.297 -2.607
C 2.477 -0.285 -2.831
C 2.728 0.653 -1.841
C 2.121 0.451 -0.608
H 5.700 8.727 4.614
H 5.813 7.832 3.075
H 6.862 7.381 4.466
H 5.300 6.110 2.132
H 4.016 4.319 1.095
H 1.861 3.696 4.822
H 3.155 5.508 5.839
H 0.338 3.041 3.336
H -1.732 1.226 4.085
H -2.605 -1.004 4.739
H -2.024 -3.036 3.403
H 1.280 -1.979 -3.400
H 2.950 -0.208 -3.801
H 3.371 1.505 -2.025
*
```